The following is a DFT calculation (wB97M-V/def2-TZVPD) of a single C3H5N3 molecule.

As for the energy: -7661.499 eV. The SMILES is Cc1cn[nH]n1. For the HOMO-LUMO gap, the calculation gives 10.92 eV.

Structure (ORCA input):
```
! wB97M-V def2-TZVPD RIJCOSX def2/J DEFGRID3
* xyz 0 1
N 0.69 -0.96 0.27
H -2.29 0.45 0.15
N 1.82 0.94 -0.06
C -1.64 -0.42 -0.01
H -2.05 -1.02 -0.82
H -1.64 -1.05 0.87
C -0.18 -0.05 -0.17
N 1.84 -0.33 0.30
H 2.66 -0.81 0.62
C 0.55 1.14 -0.39
H 0.25 2.12 -0.76
*
```


The following is a DFT calculation (wB97M-V/def2-TZVPD) of a single C3H5N3 molecule in a non-equilibrium geometry.

As for the energy: -7659.160 eV. The SMILES is [H]/N=C/[C@]1(N)C=N1. For the HOMO-LUMO gap, the calculation gives 10.13 eV.

Structure (ORCA input):
```
! wB97M-V def2-TZVPD RIJCOSX def2/J DEFGRID3
* xyz 0 1
H -2.34 1.48 -0.13
C 0.39 -0.14 0.11
C -0.44 1.07 -0.14
C -0.63 -1.24 0.14
H -1.42 -1.86 -0.30
N 1.80 -0.09 -0.11
H 2.31 -0.54 0.65
H -0.02 2.08 -0.24
H 2.11 -0.49 -0.99
N -1.66 0.74 -0.23
N -0.10 -1.01 1.24
*
```


The following is a DFT calculation (wB97M-V/def2-TZVPD) of a single C3H5N3 molecule.

As for the energy: -7662.007 eV. The SMILES is Cn1cncn1. For the HOMO-LUMO gap, the calculation gives 10.81 eV.

Structure (ORCA input):
```
! wB97M-V def2-TZVPD RIJCOSX def2/J DEFGRID3
* xyz 0 1
N 0.12 0.07 0.15
C 0.02 -1.01 -1.63
C 0.54 1.13 1.04
N -1.05 -1.45 -0.91
C -0.96 -0.74 0.19
H 0.16 2.09 0.68
H 0.17 0.94 2.05
H 1.63 1.16 1.06
H 0.26 -1.36 -2.62
N 0.75 -0.09 -1.03
H -1.66 -0.74 1.01
*
```


The following is a DFT calculation (wB97M-V/def2-TZVPD) of a single C3H5N3 molecule.

As for the energy: -7661.687 eV. The SMILES is Cc1cn[nH]n1. For the HOMO-LUMO gap, the calculation gives 10.96 eV.

Structure (ORCA input):
```
! wB97M-V def2-TZVPD RIJCOSX def2/J DEFGRID3
* xyz 0 1
N -1.46 -1.41 0.11
H 1.25 1.82 -0.71
H 1.92 1.07 0.75
H 2.12 0.27 -0.83
H 0.43 -2.04 -0.54
C 0.14 0.14 0.00
N -0.96 0.76 0.43
C 1.43 0.86 -0.21
N -1.86 -0.21 0.47
H -2.81 -0.04 0.76
C -0.18 -1.22 -0.20
*
```


The following is a DFT calculation (wB97M-V/def2-TZVPD) of a single C3H5N3 molecule.

As for the energy: -7659.983 eV. The SMILES is C[C@H]1C=NN=N1. For the HOMO-LUMO gap, the calculation gives 10.21 eV.

Structure (ORCA input):
```
! wB97M-V def2-TZVPD RIJCOSX def2/J DEFGRID3
* xyz 0 1
H -1.10 -0.20 1.27
H -2.11 -0.07 -0.16
N -0.09 -1.11 -0.94
C 1.37 0.21 0.22
C -1.23 0.38 0.34
H -1.44 1.42 0.55
C 0.05 0.29 -0.52
H 2.03 1.00 0.58
H 0.05 1.04 -1.34
N 1.72 -1.01 0.36
N 0.71 -1.81 -0.31
*
```


The following is a DFT calculation (wB97M-V/def2-TZVPD) of a single C3H5N3 molecule in a non-equilibrium geometry.

As for the energy: -7661.404 eV. The SMILES is Nc1cn[nH]c1. For the HOMO-LUMO gap, the calculation gives 9.23 eV.

Structure (ORCA input):
```
! wB97M-V def2-TZVPD RIJCOSX def2/J DEFGRID3
* xyz 0 1
H -1.95 -0.19 0.72
N 0.56 -1.62 -0.82
C -1.00 -0.37 0.25
H -0.36 2.24 0.81
H 1.20 2.01 0.78
H -1.25 -2.41 -0.32
C 0.10 0.42 0.04
H 2.00 0.14 -0.82
C 1.02 -0.40 -0.62
N -0.67 -1.58 -0.29
N 0.35 1.77 0.27
*
```


The following is a DFT calculation (wB97M-V/def2-TZVPD) of a single C3H5N3 molecule.

As for the energy: -7660.472 eV. The SMILES is [H]/N=C/C(N)=C=N. For the HOMO-LUMO gap, the calculation gives 9.52 eV.

Structure (ORCA input):
```
! wB97M-V def2-TZVPD RIJCOSX def2/J DEFGRID3
* xyz 0 1
H -2.03 -0.45 -1.04
N 2.03 -0.54 -0.18
C -0.33 -0.11 0.04
N 0.05 2.28 0.84
C 0.84 -0.99 -0.14
H -2.28 -0.35 0.58
N -1.63 -0.66 -0.13
H 2.69 -1.31 -0.28
C -0.12 1.16 0.37
H 0.23 3.02 0.16
H 0.55 -2.05 -0.23
*
```


The following is a DFT calculation (wB97M-V/def2-TZVPD) of a single C3H5N3 molecule.

As for the energy: -7661.648 eV. The SMILES is Nc1cn[nH]c1. For the HOMO-LUMO gap, the calculation gives 9.29 eV.

Structure (ORCA input):
```
! wB97M-V def2-TZVPD RIJCOSX def2/J DEFGRID3
* xyz 0 1
N 1.40 1.18 0.36
C 0.62 -0.81 -0.34
N -1.82 -0.43 -0.25
H -1.93 -1.34 0.19
H 0.70 -1.78 -0.81
H -0.43 2.19 0.42
H 2.64 -0.40 0.12
C 0.07 1.24 0.27
H -2.47 0.21 0.19
C -0.48 -0.01 -0.12
N 1.71 -0.06 -0.02
*
```


The following is a DFT calculation (wB97M-V/def2-TZVPD) of a single C3H5N3 molecule.

As for the energy: -7662.024 eV. The SMILES is [H]/N=C1\CN=CN1. For the HOMO-LUMO gap, the calculation gives 9.98 eV.

Structure (ORCA input):
```
! wB97M-V def2-TZVPD RIJCOSX def2/J DEFGRID3
* xyz 0 1
N -0.87 1.07 0.84
C -1.16 -0.16 1.03
H -1.95 -0.50 1.69
H 1.19 1.24 0.58
H 0.26 1.82 -0.81
C 0.30 1.05 -0.04
C 0.45 -0.39 -0.53
H 1.71 -0.31 -1.95
N 1.14 -0.97 -1.42
H -0.42 -2.07 0.40
N -0.41 -1.07 0.32
*
```


The following is a DFT calculation (wB97M-V/def2-TZVPD) of a single C3H5N3 molecule in a non-equilibrium geometry.

As for the energy: -7658.699 eV. The SMILES is Nn1ccnc1. For the HOMO-LUMO gap, the calculation gives 8.83 eV.

Structure (ORCA input):
```
! wB97M-V def2-TZVPD RIJCOSX def2/J DEFGRID3
* xyz 0 1
N -0.55 -0.04 0.18
H -0.50 2.14 0.28
C 1.40 1.03 0.02
H 2.06 1.77 -0.13
H 0.98 -2.19 -0.14
N 1.80 -0.21 -0.19
C 0.91 -1.09 -0.19
H -1.84 -1.30 -0.60
N -1.86 -0.50 -0.11
H -2.39 -0.77 0.72
C -0.01 1.15 0.17
*
```


The following is a DFT calculation (wB97M-V/def2-TZVPD) of 2 unconnected molecules or ions with the total composition C3H5N3 in a non-equilibrium geometry.

As for the energy: -7660.810 eV. The SMILES is CN=C=N.C#N. For the HOMO-LUMO gap, the calculation gives 11.04 eV.

Structure (ORCA input):
```
! wB97M-V def2-TZVPD RIJCOSX def2/J DEFGRID3
* xyz 0 1
H -0.29 -0.56 2.04
N 0.69 2.61 -0.25
C -0.43 -0.93 -0.64
N -1.23 -0.70 -1.56
C 0.10 2.05 -1.07
H -0.47 1.48 -1.79
H 1.37 -1.22 2.01
N 0.48 -1.08 0.13
H -1.98 -1.37 -1.70
H 1.06 0.44 1.44
C 0.65 -0.58 1.49
*
```


The following is a DFT calculation (wB97M-V/def2-TZVPD) of a single C3H5N3 molecule in a non-equilibrium geometry.

As for the energy: -7658.669 eV. For the HOMO-LUMO gap, the calculation gives 9.36 eV.

Structure (ORCA input):
```
! wB97M-V def2-TZVPD RIJCOSX def2/J DEFGRID3
* xyz 0 1
N 2.27 0.83 0.16
N -0.18 0.10 -0.01
C -1.60 -0.34 -0.10
C 0.75 -0.82 0.03
N 2.06 -0.61 0.11
H -1.77 -1.14 -0.84
H -2.25 0.49 -0.39
H -2.00 -0.72 0.86
C 1.32 1.57 0.11
H 0.57 -1.90 -0.01
H 0.82 2.53 0.08
*
```


Looking at relative energy (zero: lowest compared OMol25 entry of this formula, charge and spin) for the records above, in order, we have 22.1 76.0 10.3 17.7 57.0 24.3 45.7 18.6 9.9 86.6 37.9 87.3 kcal per mole.